C2H4N4O2 | ωB97M-V with the def2-TZVPD basis set

The charge is 0. Its largest force on an atom is 4.62 eV/Å. For the energy relative to the best compared isomer or geometry (same formula, charge and spin), the calculation gives 118.7 kcal per mole. The calculated total energy is -447.91321 hartree. The calculation puts the lowest unoccupied orbital energy at 0.2 eV. The frontier orbital gap comes out at 10.24 eV. The structure (SMILES) is [H]/N=[N+](\[O-])C=C.N#[N+][O-].

CARTESIAN COORDINATES (ANGSTROEM)
H -0.698 -2.949 -1.128
N -0.632 -1.944 -1.158
N 0.122 -1.407 -0.375
O 0.948 -1.872 0.421
C -0.016 0.005 -0.409
C 0.187 0.659 0.734
H -0.022 0.416 -1.322
H 0.389 1.672 0.758
H 0.432 0.055 1.627
N 2.782 1.065 -0.317
N 3.415 0.736 0.542
O 3.945 0.405 1.501

Cartesian forces (eV/Å) of the 2 atoms listed first:
H 0.85 -0.54 0.45
N -2.55 -0.95 -2.32

Atom charges from the Löwdin analysis, given in e for atoms 1 to 4: 0.09, 0.17, -0.43, -0.02

C9H13AlIN3O2P | ωB97M-V with the def2-TZVPD basis set

The charge is -1. Its largest force on an atom is 5.93 eV/Å. The calculated total energy is -1547.12098 hartree. The calculation puts the lowest unoccupied orbital energy at 2.6 eV. The frontier orbital gap comes out at 8.44 eV.

CARTESIAN COORDINATES (ANGSTROEM)
N 1.642 4.820 -0.322
C 1.191 3.781 -0.766
O 0.647 2.886 -1.731
Al -0.819 2.044 -0.912
I -0.064 0.836 1.267
P -2.557 3.523 -0.417
O -3.911 2.808 -0.758
H -1.348 0.927 -1.905
H -2.509 3.808 1.010
H -2.514 4.738 -1.196
N 2.657 0.816 -3.089
C 3.967 0.841 -2.692
C 4.475 -0.429 -2.826
C 3.434 -1.248 -3.327
C 2.325 -0.452 -3.482
H 2.033 1.610 -3.091
H 4.423 1.757 -2.349
H 5.484 -0.733 -2.590
H 3.489 -2.304 -3.550
H 1.330 -0.678 -3.835
N -1.514 -2.193 3.383
C -1.761 -2.673 4.641
C -2.828 -3.535 4.564
C -3.236 -3.581 3.208
C -2.405 -2.745 2.503
H -0.788 -1.536 3.141
H -1.158 -2.359 5.480
H -3.265 -4.074 5.393
H -4.047 -4.162 2.794
H -2.371 -2.495 1.453

Cartesian forces (eV/Å) of the 2 atoms listed first:
N -2.08 -5.36 -1.45
C 0.43 2.92 -2.52

Atom charges from the Löwdin analysis, given in e for atoms 1 to 4: 0.09, -0.39, -0.27, -0.25

HNO3 | ωB97M-V with the def2-TZVPD basis set

The charge is 0. Its largest force on an atom is 4.43 eV/Å. The calculated total energy is -280.79318 hartree. The calculation puts the lowest unoccupied orbital energy (spin up / spin down) at 0.6 / -2.7 eV. Its multiplicity is 3. The frontier orbital gap (spin up / spin down) comes out at 8.77 / 8.93 eV.

CARTESIAN COORDINATES (ANGSTROEM)
N -0.129 -0.225 1.129
O 0.000 -1.195 1.742
O 0.308 0.823 -0.900
O 0.280 -0.548 -0.513
H -0.460 1.145 -1.458

Cartesian forces (eV/Å) of the 2 atoms listed first:
N -0.60 0.12 1.70
O 0.01 -0.72 0.86

Atom charges from the Löwdin analysis, given in e for atoms 1 to 4: -0.02, 0.03, -0.07, -0.07

C19H58O14 | ωB97M-V with the def2-TZVPD basis set

The charge is 0. Its largest force on an atom is 1.98 eV/Å. For the energy relative to the best compared isomer or geometry (same formula, charge and spin), the calculation gives 19.7 kcal per mole. The calculated total energy is -1811.96953 hartree. The calculation puts the lowest unoccupied orbital energy at -0.6 eV. The frontier orbital gap comes out at 8.53 eV.

CARTESIAN COORDINATES (ANGSTROEM)
C 4.487 -2.684 -0.629
C 3.070 -2.401 -1.110
C 3.248 -1.936 -2.568
O 4.636 -1.856 -2.830
C 5.278 -1.734 -1.516
H 4.606 -3.708 -0.984
H 4.553 -2.516 0.444
H 2.691 -1.587 -0.489
H 2.365 -3.232 -1.101
H 2.881 -0.906 -2.582
H 2.646 -2.493 -3.284
H 5.174 -0.673 -1.275
H 6.349 -1.923 -1.572
C -0.865 -0.645 -0.305
C -1.440 0.686 0.008
C -2.081 1.144 -1.265
O -1.268 0.522 -2.284
C -0.765 -0.743 -1.815
H -1.517 -1.423 0.097
H 0.098 -0.776 0.189
H -0.630 1.361 0.283
H -2.198 0.595 0.787
H -2.145 2.228 -1.374
H -3.117 0.841 -1.437
H 0.274 -0.798 -2.139
H -1.330 -1.583 -2.217
C 3.005 -2.673 4.421
C 2.881 -2.717 2.925
C 1.409 -2.841 2.618
O 0.715 -2.759 3.893
C 1.599 -3.108 4.958
H 3.307 -1.672 4.729
H 3.786 -3.308 4.841
H 3.452 -3.478 2.395
H 3.199 -1.735 2.572
H 1.046 -3.776 2.190
H 1.063 -1.960 2.076
H 1.609 -4.191 5.096
H 1.365 -2.627 5.907
C 0.313 1.830 5.208
C 0.773 2.747 4.075
C 1.177 1.824 2.977
O 1.487 0.633 3.671
C 0.553 0.406 4.742
H -0.752 2.009 5.366
H 0.833 2.056 6.138
H 1.541 3.459 4.379
H -0.021 3.427 3.760
H 2.007 2.196 2.375
H 0.408 1.627 2.224
H 1.121 -0.150 5.487
H -0.296 -0.149 4.342
O -3.851 -2.813 -1.603
H -3.945 -2.082 -0.979
H -4.746 -2.997 -1.896
O -3.046 3.069 -4.107
H -2.599 2.360 -3.640
H -3.569 3.516 -3.433
O -1.438 -4.040 -1.869
H -1.282 -4.300 -0.960
H -2.307 -3.621 -1.857
O -2.145 5.216 -1.077
H -1.730 5.518 -1.888
H -3.014 4.912 -1.351
O -4.821 -1.136 0.415
H -5.309 -0.407 0.026
H -4.372 -0.748 1.175
O 0.404 -3.929 -3.847
H -0.012 -3.498 -4.596
H -0.164 -3.721 -3.094
O -4.536 3.932 -1.979
H -5.238 3.458 -1.529
H -4.863 4.833 -2.053
O -3.811 0.249 2.670
H -3.717 -0.111 3.555
H -3.354 1.092 2.701
O -4.420 -0.294 -3.433
H -4.991 -0.112 -2.685
H -3.807 -0.961 -3.112
C 1.739 2.033 -3.293
C 0.873 3.270 -3.001
C 0.956 3.640 -1.526
O 1.227 4.389 -3.739
H 1.094 1.198 -3.564
H 2.313 1.657 -2.445
H 2.439 2.250 -4.100
H -0.122 3.014 -3.375
H 0.378 4.523 -1.249
H 2.018 3.834 -1.369
H 0.544 2.886 -0.854
H 0.642 5.090 -3.440

Cartesian forces (eV/Å) of the 2 atoms listed first:
C -0.85 -0.10 -0.87
C -0.55 0.41 -0.09

Atom charges from the Löwdin analysis, given in e for atoms 1 to 4: -0.16, -0.19, -0.21, -0.14

C6H7I | ωB97M-V with the def2-TZVPD basis set

The charge is 0. Its largest force on an atom is 5.06 eV/Å. For the energy relative to the best compared isomer or geometry (same formula, charge and spin), the calculation gives 89.5 kcal per mole. The calculated total energy is -530.32325 hartree. The calculation puts the lowest unoccupied orbital energy (spin up / spin down) at -1.2 / -1.0 eV. The frontier orbital gap (spin up / spin down) comes out at 6.95 / 6.81 eV.

CARTESIAN COORDINATES (ANGSTROEM)
C 0.011 0.409 -0.909
C -1.211 0.902 -0.975
C 0.581 -0.344 0.200
C -2.080 1.302 0.067
C -0.229 -0.694 1.221
C 2.072 -0.692 0.190
I -4.082 1.464 -0.267
H 0.548 0.444 -1.783
H -1.543 1.467 -1.820
H -1.353 -0.432 1.144
H 0.240 -1.305 2.054
H 2.355 -0.916 -0.743
H 2.043 -1.578 0.751
H 2.649 -0.028 0.870

Cartesian forces (eV/Å) of the 2 atoms listed first:
C 1.06 -1.75 1.72
C -2.89 2.19 0.97

Atom charges from the Löwdin analysis, given in e for atoms 1 to 4: -0.08, -0.33, -0.33, -0.61

C18H54O9 | ωB97M-V with the def2-TZVPD basis set

The charge is 0. Its largest force on an atom is 1.76 eV/Å. For the energy relative to the best compared isomer or geometry (same formula, charge and spin), the calculation gives 78.0 kcal per mole. The calculated total energy is -1395.24250 hartree. The calculation puts the lowest unoccupied orbital energy at 0.4 eV. The frontier orbital gap comes out at 10.09 eV. The structure (SMILES) is CCO.CCO.CCO.CCO.CCO.CCO.CCO.CCO.CCO.

CARTESIAN COORDINATES (ANGSTROEM)
C 4.716 -2.195 -2.823
C 4.023 -1.034 -3.505
O 3.732 -0.028 -2.549
H 5.051 -2.888 -3.598
H 4.031 -2.807 -2.234
H 5.529 -1.807 -2.213
H 3.072 -1.295 -3.975
H 4.708 -0.624 -4.252
H 2.868 0.370 -2.688
C 0.298 3.677 -3.845
C 1.479 3.266 -2.977
O 1.305 2.003 -2.368
H 0.503 4.648 -4.301
H -0.620 3.894 -3.293
H 0.100 2.917 -4.596
H 1.833 3.950 -2.201
H 2.335 3.163 -3.648
H 0.708 2.064 -1.607
C -3.635 -1.293 1.210
C -2.778 -2.485 0.818
O -1.801 -2.793 1.795
H -3.010 -0.433 1.466
H -4.148 -1.458 2.160
H -4.336 -1.061 0.410
H -2.347 -2.265 -0.163
H -3.370 -3.400 0.716
H -1.003 -3.053 1.317
C -0.397 -1.376 -4.211
C 0.126 -0.059 -4.686
O 0.351 -0.096 -6.083
H -0.320 -1.444 -3.126
H 0.162 -2.179 -4.695
H -1.436 -1.581 -4.478
H 1.037 0.249 -4.168
H -0.485 0.804 -4.403
H -0.448 0.240 -6.497
C 1.134 -0.726 3.941
C -0.144 -1.138 4.704
O -0.040 -0.798 6.052
H 2.016 -0.858 4.565
H 1.006 0.273 3.528
H 1.231 -1.387 3.075
H -0.337 -2.205 4.615
H -0.930 -0.576 4.190
H -0.181 0.142 6.187
C 0.135 -5.846 -1.267
C -0.496 -5.068 -0.148
O 0.394 -4.009 0.299
H -0.399 -6.801 -1.339
H 1.160 -6.171 -1.095
H -0.053 -5.403 -2.243
H -0.697 -5.637 0.761
H -1.398 -4.588 -0.522
H 1.053 -4.390 0.885
C 0.744 4.234 2.531
C 0.954 2.959 3.337
O 1.112 3.243 4.737
H -0.149 4.765 2.854
H 0.560 3.914 1.500
H 1.661 4.812 2.424
H 1.783 2.402 2.900
H 0.052 2.345 3.272
H 2.004 2.981 4.976
C 0.312 -0.695 -0.482
C 0.254 0.370 0.586
O -0.126 1.621 0.010
H -0.651 -0.563 -0.985
H 0.513 -1.720 -0.183
H 0.993 -0.427 -1.293
H 1.234 0.561 1.032
H -0.485 0.161 1.363
H -0.711 2.050 0.642
C -3.857 3.942 3.099
C -3.333 2.548 2.693
O -2.461 2.612 1.584
H -4.493 4.379 2.333
H -2.992 4.563 3.336
H -4.333 3.803 4.071
H -4.146 1.850 2.476
H -2.723 2.122 3.491
H -2.997 2.765 0.799

Cartesian forces (eV/Å) of the 2 atoms listed first:
C -0.65 -0.39 -0.51
C -0.34 0.37 0.27

Atom charges from the Löwdin analysis, given in e for atoms 1 to 4: -0.09, -0.32, -0.09, 0.07

H26NO11 | ωB97M-V with the def2-TZVPD basis set

The charge is +1. Its largest force on an atom is 7.93 eV/Å. For the energy relative to the best compared isomer or geometry (same formula, charge and spin), the calculation gives 82.0 kcal per mole. The calculated total energy is -897.66457 hartree. The calculation puts the lowest unoccupied orbital energy at -3.0 eV. The frontier orbital gap comes out at 10.31 eV.

CARTESIAN COORDINATES (ANGSTROEM)
N 24.162 14.474 38.312
H 23.822 13.475 38.354
H 24.951 14.741 37.689
H 24.571 14.697 39.256
H 23.331 15.109 38.210
O 25.087 12.408 35.884
H 25.180 11.530 35.795
H 25.735 12.951 35.120
O 23.678 14.316 41.942
H 23.055 14.975 42.166
H 23.012 13.751 41.604
O 24.587 11.161 39.213
H 24.002 10.460 38.711
H 25.424 10.661 39.560
O 27.121 13.890 34.761
H 27.090 14.289 35.690
H 27.926 14.152 34.180
O 25.329 17.611 40.330
H 24.328 17.282 40.496
H 25.646 17.886 41.273
O 23.912 16.815 36.412
H 24.059 17.729 36.875
H 24.284 16.796 35.563
O 22.603 17.202 39.436
H 22.400 18.180 39.676
H 21.630 16.979 39.321
O 26.078 13.792 41.048
H 26.523 14.504 41.251
H 25.374 13.715 41.726
O 21.236 13.777 39.221
H 20.941 13.072 38.530
H 20.943 13.152 39.885
O 20.228 16.197 38.806
H 20.198 16.411 37.907
H 20.599 15.328 38.723
O 27.648 15.688 36.838
H 28.517 15.809 36.627
H 27.221 16.665 37.113

Cartesian forces (eV/Å) of the 2 atoms listed first:
N -0.31 0.55 1.73
H 1.16 1.04 -0.56

Atom charges from the Löwdin analysis, given in e for atoms 1 to 4: 0.30, 0.12, 0.13, 0.12

C2H7NS | ωB97M-V with the def2-TZVPD basis set

The charge is 0. Its largest force on an atom is 2.11 eV/Å. For the energy relative to the best compared isomer or geometry (same formula, charge and spin), the calculation gives 34.8 kcal per mole. The calculated total energy is -533.27504 hartree. The calculation puts the lowest unoccupied orbital energy at 0.9 eV. The frontier orbital gap comes out at 8.77 eV. The structure (SMILES) is C=CN.S.

CARTESIAN COORDINATES (ANGSTROEM)
C -1.159 0.496 0.814
C -1.178 -0.538 -0.037
N -1.297 -0.516 -1.425
H -0.514 0.640 1.666
H -1.875 1.301 0.603
H -0.839 -1.518 0.318
H -1.920 0.195 -1.779
H -1.162 -1.438 -1.791
S 2.781 0.046 0.586
H 3.851 0.385 1.324
H 3.312 0.947 -0.281

Cartesian forces (eV/Å) of the 2 atoms listed first:
C -1.57 0.72 -0.62
C 2.00 -0.47 0.48

Atom charges from the Löwdin analysis, given in e for atoms 1 to 4: -0.06, -0.33, 0.04, 0.03